1:
Formula: C7H13N
Source: the OMol25 dataset
Level of theory: ωB97M-V with the def2-TZVPD basis set

Spin multiplicity: 1
Total charge: 0
Orbital gap (eV): 8.466

Positions of all 21 atoms, in Å:
C 1.75346 2.65739 -0.35488
C 0.78731 2.00853 -0.03639
N -0.53676 1.57410 0.30712
C -0.75923 1.32575 1.73828
H 2.71882 3.04022 -0.59021
H -1.33011 1.85293 -0.27029
H -0.15368 1.98275 2.36380
H -0.43581 0.30828 1.96021
H -1.82337 1.39816 1.96305
C -1.87716 -0.82866 -0.44822
C -0.67633 -0.31450 -0.78488
C 0.89733 -0.95918 -0.27568
C 0.98324 -2.41186 -0.70334
H -2.14072 -1.03690 0.58184
H -2.63294 -0.96432 -1.21282
H -0.53229 -0.00262 -1.81392
H 1.64580 -0.37784 -0.81860
H 1.09189 -0.87533 0.79668
H 0.84897 -2.50514 -1.78522
H 1.94713 -2.84281 -0.40680
H 0.22446 -3.02898 -0.20976

Atom charges from the Mulliken analysis, given in e for atoms 1 to 5:
1. C -0.152
2. C -0.429
3. N -0.236
4. C -0.928
5. H 0.452



2:
Formula: C7H13N
Source: the OMol25 dataset
Level of theory: ωB97M-V with the def2-TZVPD basis set

Spin multiplicity: 1
Total charge: 0
Orbital gap (eV): 8.730

Positions of all 21 atoms, in Å:
C 2.66324 0.99302 -0.84931
C 1.34969 1.06215 -1.00517
C 0.36703 -0.00289 -0.68512
C -0.39369 -0.54661 -1.63064
N -0.22401 -0.30029 -2.98533
C 0.15444 -0.36128 0.79094
C -1.21898 0.04255 1.33938
C -1.54914 -0.61027 2.68162
H 3.06259 0.04044 -0.49823
H 3.41444 1.73497 -1.09783
H 0.84990 1.98264 -1.33097
H -1.16941 -1.27931 -1.46397
H -0.91769 -0.56278 -3.66378
H 0.51181 0.30027 -3.30907
H 0.32539 -1.42166 0.96850
H 0.89053 0.20844 1.35682
H -1.19735 1.13114 1.51360
H -2.04917 -0.06208 0.65168
H -1.62955 0.12737 3.49400
H -2.47657 -1.18946 2.68318
H -0.76347 -1.28636 3.03969

Atom charges from the Mulliken analysis, given in e for atoms 1 to 5:
1. C -0.584
2. C -0.587
3. C 0.041
4. C -0.211
5. N -0.446



3:
Formula: C7H13N
Source: the OMol25 dataset
Level of theory: ωB97M-V with the def2-TZVPD basis set

Spin multiplicity: 1
Total charge: 0
Orbital gap (eV): 9.092

Positions of all 21 atoms, in Å:
C -2.69459 0.48215 -0.78571
C 0.53307 -0.15505 -1.40497
C 0.17530 -0.87714 -0.18078
C 1.19760 0.17297 -0.07774
C -0.52582 -1.82083 0.39519
C 0.84185 1.48383 0.59147
C 2.63576 -0.24555 0.14829
N -3.03269 0.08888 0.39925
H -3.38143 1.28917 -1.12820
H 1.10284 -0.67516 -2.16195
H -0.19806 0.53624 -1.79672
H -2.46771 -0.63624 0.83424
H -0.42841 -2.03951 1.44917
H -1.21814 -2.42987 -0.16458
H -0.20097 1.73296 0.41454
H 1.46474 2.28489 0.19515
H 1.00976 1.42092 1.66625
H 2.89267 -1.10737 -0.46288
H 2.79030 -0.51119 1.19448
H 3.31318 0.57298 -0.09899
H -3.80924 0.43292 0.97449

Atom charges from the Mulliken analysis, given in e for atoms 1 to 5:
1. C -0.486
2. C -0.834
3. C 0.400
4. C 1.413
5. C -1.320



4:
Formula: C7H13N
Source: the OMol25 dataset
Level of theory: ωB97M-V with the def2-TZVPD basis set

Spin multiplicity: 1
Total charge: 0
Orbital gap (eV): 9.011

Positions of all 21 atoms, in Å:
C -2.25939 -0.70315 0.32664
N -0.99166 -0.32460 0.47205
C -0.80296 1.27395 -0.02944
C 0.65300 1.22190 -0.84735
C 1.23460 -0.03273 -0.28532
C 1.89198 0.06734 1.18003
C 1.16046 -1.45506 -0.68998
C -0.15566 -0.73885 -0.53047
H -2.43035 -1.78950 0.91585
H -2.60349 -0.80046 -0.69830
H -2.91058 0.39460 0.61362
H -0.61202 2.06686 0.83990
H -1.90407 1.72435 -0.40626
H 1.12757 1.98434 -0.27273
H 0.41952 1.40321 -1.80238
H 1.81579 1.11180 1.63888
H 1.35693 -0.81269 1.59324
H 2.99837 -0.32243 0.97842
H 1.19999 -2.37694 0.14249
H 1.38317 -1.74910 -1.63437
H -0.57121 -0.14287 -1.50452

Atom charges from the Mulliken analysis, given in e for atoms 1 to 5:
1. C -0.920
2. N -0.075
3. C -0.391
4. C -1.480
5. C 0.822



Which structure is the least stable? The one labeled 4.



1:
Formula: C7H13N
Source: the OMol25 dataset
Level of theory: ωB97M-V with the def2-TZVPD basis set

Spin multiplicity: 1
Total charge: 0
Orbital gap (alpha / beta) (eV): 7.580 / 7.472

Positions of all 21 atoms, in Å:
C -1.42041 -0.28930 0.87633
C -1.47654 0.40253 -0.43630
C 0.56407 -2.01013 0.09052
C 0.39396 2.05643 0.13084
C 0.43353 -0.64056 0.73768
C 0.05616 0.74229 -0.56185
C 0.64301 0.43422 -1.78782
N 1.17917 -0.30564 1.73553
H 1.78624 -1.07774 2.02000
H -1.46558 0.35407 1.74919
H -1.89091 -1.26416 0.95820
H -2.07796 1.31367 -0.45115
H -1.78916 -0.27477 -1.23226
H 0.59034 -2.77702 0.86797
H -0.24730 -2.23189 -0.60497
H 1.49622 -2.06212 -0.47708
H -0.17545 2.19164 1.05202
H 1.44954 2.06349 0.40215
H 0.18822 2.88926 -0.54516
H 1.71205 0.27085 -1.85524
H 0.05080 0.21487 -2.66862

Atom charges from the Mulliken analysis, given in e for atoms 1 to 5:
1. C -0.918
2. C -0.793
3. C -1.576
4. C -1.414
5. C 0.952



2:
Formula: C7H13N
Source: the OMol25 dataset
Level of theory: ωB97M-V with the def2-TZVPD basis set

Spin multiplicity: 1
Total charge: 0
Orbital gap (eV): 8.575

Positions of all 21 atoms, in Å:
C -2.04238 -1.44271 1.06104
C -0.84222 -1.64013 0.38664
C 0.09574 -0.52567 0.25761
C 1.42325 -0.61436 -0.03613
N 2.03244 -1.91111 -0.19694
C -0.49327 0.77669 0.28360
C 0.32716 1.76802 -0.50501
C -0.53408 2.92907 -0.95230
H -2.38071 -0.44699 1.48792
H -2.69076 -2.19834 1.42644
H -0.59430 -2.55667 -0.04009
H 2.12960 0.20009 -0.21462
H 2.71415 -1.94348 -1.08150
H 1.41409 -2.70303 -0.12766
H -1.51475 0.62539 -0.26882
H -0.76794 1.09179 1.26171
H 0.96990 2.33618 0.34243
H 0.91915 1.42528 -1.25241
H -1.53105 2.91823 -0.91325
H -0.29333 3.71744 -0.22591
H -0.20626 3.40645 -1.98831

Atom charges from the Mulliken analysis, given in e for atoms 1 to 5:
1. C -0.865
2. C -0.722
3. C 0.783
4. C -0.251
5. N -0.548



Which structure is the least stable? The one labeled 1.



1:
Formula: C10H9N
Source: the OMol25 dataset
Level of theory: ωB97M-V with the def2-TZVPD basis set

Spin multiplicity: 1
Total charge: 0
Orbital gap (eV): 9.027

Positions of all 20 atoms, in Å:
C -1.77703 2.41332 1.33963
C -2.36760 1.48237 0.37549
C -1.67056 0.54983 -0.24071
C -0.25764 0.41404 0.14965
C 0.32409 1.22617 1.11458
C -0.49614 2.14800 1.71598
C 0.52156 -0.71465 -0.50915
C 0.62655 -1.07975 -1.77319
C 1.54291 -2.17450 -1.86577
C 1.93838 -2.44920 -0.62647
H -2.44122 3.06710 1.88215
H -3.43087 1.53399 0.24280
H -2.19050 -0.16437 -0.86767
H 1.40340 0.94329 1.35145
H -0.09299 2.96879 2.36029
H 0.26947 -0.78915 -2.70271
H 2.10129 -2.93197 -2.85645
H 2.68501 -3.23664 -0.20745
H 1.41776 -1.60363 1.23836
N 1.42451 -1.52589 0.21129

Atom charges from the Mulliken analysis, given in e for atoms 1 to 5:
1. C -0.539
2. C -0.247
3. C -0.673
4. C 0.806
5. C -0.387



2:
Formula: C10H9N
Source: the OMol25 dataset
Level of theory: ωB97M-V with the def2-TZVPD basis set

Spin multiplicity: 1
Total charge: 0
Orbital gap (eV): 8.988

Positions of all 20 atoms, in Å:
C -0.98013 -0.12203 3.04041
C -1.58402 0.82898 2.14913
C -1.12498 0.85512 0.78241
C -0.08838 -0.00093 0.41630
C 0.35648 0.08660 -0.93858
C 1.62702 0.37575 -1.53574
C 1.59757 0.26262 -2.95774
C 0.30919 -0.18634 -3.27275
N -0.41298 -0.30281 -2.08628
C 0.42615 -0.80660 1.31793
C -0.04191 -0.96021 2.65224
H -1.36980 -0.20114 4.21465
H -2.32364 1.57533 2.59533
H -1.56092 1.52440 0.05705
H 2.49571 0.75205 -0.81991
H 2.31407 0.37441 -3.79070
H -0.14785 -0.45804 -4.07563
H -1.23949 -0.51565 -1.84175
H 1.20116 -1.57085 0.83716
H 0.54678 -1.51067 3.25646

Atom charges from the Mulliken analysis, given in e for atoms 1 to 5:
1. C 0.003
2. C -0.577
3. C -0.267
4. C 0.497
5. C -0.335



Which structure is the least stable? The one labeled 2.



1:
Formula: C2H6N4O2
Source: the OMol25 dataset
Level of theory: ωB97M-V with the def2-TZVPD basis set

Spin multiplicity: 1
Total charge: 0
Orbital gap (eV): 8.541

Positions of all 14 atoms, in Å:
C 1.38549 0.11812 -0.00439
C -1.24067 0.31118 -0.12214
H 2.04307 1.84014 0.65456
H 0.53260 2.02549 0.32194
H 2.05742 -1.60887 0.12302
H -0.81682 -2.31300 -0.96777
H -1.83056 -1.43824 0.74666
H -3.02797 -0.01885 0.76260
N 1.37782 1.55335 0.02276
N 2.39408 -0.59498 0.18711
N 0.07982 -0.38219 -0.39767
N -2.21565 -0.57304 0.32855
O 0.04470 -1.67037 -0.04187
O -1.45459 1.53481 -0.19150

Atom charges from the Mulliken analysis, given in e for atoms 1 to 5:
1. C 0.371
2. C 0.499
3. H 0.262
4. H 0.266
5. H 0.325



2:
Formula: C2H6N4O2
Source: the OMol25 dataset
Level of theory: ωB97M-V with the def2-TZVPD basis set

Spin multiplicity: 1
Total charge: 0
Orbital gap (eV): 10.041

Positions of all 14 atoms, in Å:
C -0.72199 0.47185 -0.10772
C 1.26478 -0.37874 -0.88209
H -2.97010 -1.54422 0.92585
H -2.64125 -0.95126 -0.89434
H -2.57707 1.30606 -0.13230
H 0.65955 1.67312 -0.66206
H 1.05374 -0.35163 -1.97267
H 3.33845 -0.02927 1.60505
N -2.99852 -0.71430 0.07292
N -1.94900 0.28488 0.57245
N -0.34820 1.62862 -0.18709
N 2.45287 -0.23547 -0.41376
O 0.06174 -0.81490 -0.16651
O 2.41075 -0.11104 1.01120

Atom charges from the Mulliken analysis, given in e for atoms 1 to 5:
1. C 0.229
2. C -0.102
3. H 0.290
4. H 0.260
5. H 0.385



Which structure is the least stable? The one labeled 2.